No. 1
92
Properties=species:S:1:pos:R:3:lowdin_charge:R:1 method="wB97M-V/def2-TZVPD" total_energy_ev=-79407.8618 gap_ev=7.81 charge=+1
C 0.04208 1.83068 -0.75356 0.04
C -0.55250 0.86022 -0.04608 -0.22
C -1.89516 0.29085 -0.41752 -0.27
P -1.81116 -1.28440 -1.37264 1.03
C -2.74248 -2.57264 -0.50464 -0.31
C -4.26056 -2.58770 -0.78877 -0.10
C -2.27345 -1.00499 -3.12079 -0.31
N -3.70209 -0.94486 -3.35641 -0.14
C -4.31373 0.32109 -2.96976 -0.11
S 0.21687 -2.06921 -1.44612 0.52
C 1.35768 -0.92654 -2.18896 -0.14
O 0.62436 -2.49560 -0.14124 -0.30
O 0.05239 -3.15976 -2.37529 -0.34
H 0.76546 2.50577 -0.31985 0.07
H -0.19970 1.94818 -1.80539 0.07
H -0.08661 0.47191 0.85134 0.11
H -2.47562 0.98277 -1.01836 0.07
H -2.48838 0.07394 0.46841 0.09
H -2.60079 -2.35697 0.55344 0.10
H -2.27900 -3.53280 -0.72050 0.10
H -4.66830 -1.63106 -1.08359 0.05
H -4.76455 -3.00577 0.07558 0.09
H -4.44645 -3.28358 -1.60125 0.08
H -1.81855 -1.76699 -3.75108 0.11
H -1.80331 -0.04723 -3.40513 0.10
H -3.85792 -1.07530 -4.34810 0.09
H -5.34496 0.29603 -3.31580 0.09
H -3.86125 1.19546 -3.44995 0.09
H -4.37704 0.43840 -1.89010 0.06
H 2.03334 -1.51345 -2.80403 0.08
H 1.94269 -0.48027 -1.38999 0.07
H 0.86766 -0.15847 -2.77786 0.06
F -5.33400 -1.29857 -5.97116 0.03
C -6.46953 -2.04031 -5.86295 -0.28
C -6.41916 -3.38360 -6.16790 -0.02
C -7.57837 -4.13667 -6.05127 -0.07
C -8.76196 -3.53669 -5.64322 -0.08
C -8.78787 -2.18129 -5.34603 -0.07
C -7.63104 -1.42248 -5.45128 -0.02
H -5.48796 -3.82933 -6.49225 0.12
H -7.55696 -5.19308 -6.28076 0.11
H -9.66440 -4.12634 -5.55804 0.11
H -9.71030 -1.71186 -5.03301 0.11
H -7.62825 -0.36526 -5.21915 0.11
F -4.48585 1.30610 1.31317 0.03
C -3.94724 2.48893 1.71288 -0.29
C -3.61700 3.42810 0.75748 -0.03
C -3.06032 4.63061 1.16373 -0.08
C -2.83146 4.86884 2.50984 -0.09
C -3.16763 3.90980 3.45511 -0.07
C -3.73798 2.70814 3.05769 -0.01
H -3.79240 3.21638 -0.29052 0.11
H -2.79858 5.37875 0.42816 0.11
H -2.38538 5.80245 2.82296 0.11
H -2.98133 4.09341 4.50431 0.11
H -4.01117 1.94797 3.77777 0.12
F 0.24700 5.17825 1.63424 0.04
C 1.56362 5.05036 1.91478 -0.30
C 1.94513 4.22759 2.95522 -0.02
C 3.29641 4.08504 3.23644 -0.08
C 4.23946 4.77107 2.48334 -0.08
C 3.83275 5.59816 1.44580 -0.07
C 2.48346 5.73859 1.15152 -0.02
H 1.19119 3.70824 3.53319 0.12
H 3.61453 3.43992 4.04233 0.09
H 5.29154 4.65971 2.70638 0.10
H 4.56727 6.13615 0.86221 0.11
H 2.14591 6.37165 0.34138 0.12
F 6.02712 1.97308 3.07249 0.05
C 5.91706 0.90451 3.89190 -0.28
C 4.70029 0.63571 4.48584 -0.02
C 4.59033 -0.46627 5.32178 -0.08
C 5.69387 -1.27352 5.55906 -0.09
C 6.90969 -0.98209 4.95551 -0.08
C 7.02494 0.11190 4.11021 -0.01
H 3.85350 1.27976 4.29386 0.09
H 3.64157 -0.69377 5.78908 0.10
H 5.60661 -2.12985 6.21409 0.10
H 7.77065 -1.60961 5.14203 0.11
H 7.96102 0.35069 3.62320 0.12
F 7.95149 -4.24279 3.52272 0.06
C 7.57794 -3.91076 2.27254 -0.29
C 6.26014 -4.08178 1.89849 -0.02
C 5.87771 -3.73340 0.61174 -0.09
C 6.81257 -3.22947 -0.28238 -0.10
C 8.13324 -3.06836 0.11289 -0.08
C 8.52202 -3.40595 1.40077 -0.02
H 5.54896 -4.48282 2.60830 0.12
H 4.84690 -3.85750 0.30712 0.10
H 6.51213 -2.96312 -1.28719 0.10
H 8.86436 -2.67980 -0.58300 0.11
H 9.54485 -3.28117 1.73051 0.12


No. 2
88
Properties=species:S:1:pos:R:3:lowdin_charge:R:1 method="wB97M-V/def2-TZVPD" total_energy_ev=-164181.1959 spin_multiplicity=4 gap_ev="6.63 / 6.72" charge=+1
Nd 0.01601 -1.13273 -1.67552 1.62
C -3.26825 0.22908 -4.29805 -0.19
Si -3.29784 -0.43361 -2.54649 0.26
C -4.98634 -0.20013 -1.78891 -0.17
C -2.90355 -2.31964 -2.79402 -0.19
N -2.11131 0.15500 -1.50237 -0.43
P -1.70530 1.08684 -0.22939 0.65
C -0.06810 0.77749 0.17238 -0.51
P 0.95527 -0.27204 1.08332 0.61
N 0.81889 -1.76202 0.49553 -0.43
Si 1.33622 -3.43468 0.61735 0.35
C 3.17763 -3.62056 1.00998 -0.17
C 1.12129 -4.21683 -1.06924 -0.20
C 0.24543 -4.35694 1.89470 -0.17
C 2.63565 0.21061 0.78500 -0.31
C 3.66261 -0.34627 1.53780 -0.09
C 4.95545 0.12649 1.39967 -0.09
C 5.24535 1.20740 0.61387 -0.07
C 4.18979 1.85115 -0.09504 -0.07
C 2.88807 1.37367 0.03809 -0.09
C 0.90040 -0.17117 2.92555 -0.27
C 0.67579 1.06329 3.53925 -0.08
C 0.66181 1.11828 4.91047 -0.08
C 0.56693 -0.06130 5.66536 -0.07
C 0.64610 -1.29956 5.02563 -0.08
C 0.86026 -1.33217 3.66664 -0.11
C -3.03473 1.01483 1.02762 -0.27
C -2.95737 -0.11814 1.78011 -0.11
C -3.88447 -0.41975 2.80558 -0.07
C -4.95353 0.41878 3.09069 -0.07
C -5.03724 1.60487 2.31984 -0.07
C -4.02819 1.97334 1.40211 -0.05
C -1.69354 2.87306 -0.68859 -0.32
C -2.63845 3.39696 -1.52775 -0.11
C -2.58998 4.77294 -1.77934 -0.07
C -1.67510 5.63685 -1.12206 -0.08
C -0.84513 5.08513 -0.18340 -0.08
C -0.78842 3.67923 0.00699 -0.07
H -4.31313 0.32958 -4.69113 0.06
H -2.83405 1.19250 -4.32686 -0.02
H -2.70943 -0.46493 -4.96184 0.04
H -5.67243 -0.86089 -2.33221 0.04
H -4.96108 -0.61917 -0.77532 0.03
H -5.29423 0.86080 -1.64365 0.05
H -3.27692 -2.54873 -3.82908 0.05
H -1.88360 -2.65379 -2.83040 -0.05
H -3.37271 -2.96514 -2.03531 0.04
H 3.68426 -2.91616 0.35544 0.02
H 3.37297 -3.21589 1.99859 0.02
H 3.46835 -4.66887 0.94146 0.04
H 1.93971 -4.95653 -1.09982 0.05
H 0.16672 -4.76836 -1.16054 0.05
H 1.22118 -3.60745 -1.96279 -0.03
H -0.22790 -5.23241 1.39651 0.04
H 0.78485 -4.68297 2.76144 0.02
H -0.61047 -3.79188 2.29396 0.03
H 3.41762 -1.13869 2.28236 0.11
H 5.70928 -0.43364 1.96687 0.12
H 6.28585 1.49941 0.52601 0.11
H 4.45485 2.65070 -0.77730 0.10
H 2.02125 1.87033 -0.48466 0.10
H 0.63563 1.94700 2.95503 0.09
H 0.70153 2.14290 5.37661 0.13
H 0.28958 -0.00753 6.72939 0.11
H 0.43023 -2.23446 5.62120 0.13
H 1.09036 -2.26703 3.18119 0.06
H -2.21283 -0.81224 1.57173 0.07
H -3.72434 -1.27291 3.44589 0.10
H -5.62981 0.29050 3.93408 0.11
H -5.95215 2.21445 2.39728 0.11
H -4.04991 2.95993 0.90693 0.11
H -3.30846 2.76534 -2.08398 0.09
H -3.25876 5.20450 -2.54430 0.11
H -1.63825 6.65208 -1.49635 0.10
H -0.23760 5.74885 0.41225 0.10
H -0.12585 3.30168 0.78590 0.09
O 5.42099 1.30498 -3.61005 0.11
C 4.36107 0.51383 -3.33181 -0.26
C 4.41373 -0.81296 -2.92790 0.03
C 3.22396 -1.48692 -2.79991 -0.11
N 2.02603 -0.94031 -3.04157 -0.15
C 1.97157 0.38752 -3.39167 -0.68
Br 0.24307 1.21961 -3.75993 0.85
C 3.09890 1.10764 -3.64563 -0.02
H 6.26498 0.83091 -3.51056 0.14
H 5.30531 -1.38511 -2.76893 0.13
H 3.16567 -2.55911 -2.58020 0.12
H 3.03225 2.15131 -3.94977 0.13


No. 3
17
Properties=species:S:1:pos:R:3:lowdin_charge:R:1 method="wB97M-V/def2-TZVPD" total_energy_ev=-21304.6430 gap_ev=10.64 charge=+1 de_lowest_kcal_mol=7.0
O -2.67406 -1.15730 -1.36503 0.17
N -2.40322 -0.88598 -0.24269 -0.33
O -2.98208 -1.05905 0.77770 0.17
C -1.05943 -0.16106 -0.06601 -0.19
C 0.04222 0.17348 -1.08945 0.04
C 0.09697 1.56023 -0.41523 -0.05
N -1.01333 1.21462 0.52987 0.19
N -0.00838 0.71753 1.43095 0.06
N 1.09848 1.09078 0.59660 0.18
C 1.08391 -0.26583 -0.03443 -0.10
N 2.32241 -1.14746 -0.15334 -0.35
O 2.11179 -2.30672 -0.02096 0.18
O 3.31451 -0.54079 -0.38811 0.18
N -0.12269 -0.65725 0.99900 0.25
H 0.04128 -0.06679 -2.14535 0.17
H 0.17711 2.54813 -0.85175 0.17
H -0.02548 0.94346 2.43823 0.24